1.
{
  "formula": "C2H5NOS",
  "method": "ωB97M-V with the def2-TZVPD basis set",
  "e_tot_ev": -16524.8216,
  "gap_ev": 9.052,
  "de_lowest_ev": 3.560,
  "homo_energy_ev": -8.337,
  "e_lumo_ha": 0.026,
  "elements": ["C", "N", "C", "O", "S", "H", "H", "H", "H", "H"],
  "coordinates": [[1.4139, 0.6011, 0.0054], [0.1565, -0.0075, -0.0224], [-0.2544, -1.0749, -0.3685], [-1.8901, -1.1428, 0.1012], [-2.5818, 0.3217, -0.0233], [1.4624, 1.4915, 0.6527], [1.5760, 0.9091, -1.0074], [2.2862, -0.0772, 0.3805], [-0.1401, -1.9890, -0.8323], [-2.0285, 0.9680, 1.1142]],
  "lowdin_charge": [-0.11, -0.06, -0.09, -0.69, 0.68, 0.08, 0.08, 0.12, 0.11, -0.11]
}

2.
{
  "formula": "C41H28Cl6F6I2KN6O7PS2",
  "method": "ωB97M-V with the def2-TZVPD basis set",
  "e_tot_ev": -221173.9229,
  "total_charge": -2,
  "gap_ev": 5.897,
  "de_lowest_ev": 0.000,
  "homo_energy_ev": -2.780,
  "e_lumo_ha": 0.115,
  "elements": ["K", "O", "C", "O", "C", "C", "C", "C", "C", "C", "N", "C", "C", "C", "C", "C", "C", "N", "H", "H", "H", "H", "H", "H", "H", "H", "H", "H", "Cl", "C", "C", "C", "I", "C", "O", "C", "N", "C", "C", "C", "C", "H", "H", "H", "H", "Cl", "C", "C", "C", "Cl", "C", "Cl", "C", "Cl", "C", "Cl", "F", "C", "F", "F", "S", "O", "O", "N", "S", "O", "O", "C", "F", "F", "F", "C", "P", "C", "C", "C", "C", "C", "C", "C", "H", "H", "H", "H", "H", "H", "H", "H", "H", "H", "H", "I", "C", "C", "N", "N", "C", "H", "H", "H"],
  "coordinates": [[-0.9144, 0.5894, 0.9031], [3.6723, 7.6820, 4.0734], [2.4052, 7.2457, 3.8180], [1.4764, 7.8646, 4.2569], [2.2957, 6.0035, 3.0046], [1.1245, 5.2518, 3.0933], [0.9803, 4.0863, 2.3670], [2.0179, 3.6402, 1.5496], [3.1737, 4.4102, 1.4225], [3.3095, 5.5805, 2.1488], [1.8515, 2.4504, 0.8162], [2.8120, 1.6254, 0.8548], [2.8746, 0.4161, 0.0053], [4.1006, -0.2263, -0.1319], [4.1926, -1.3049, -0.9971], [3.0612, -1.6885, -1.6941], [1.8764, -0.9966, -1.4651], [1.7728, 0.0202, -0.6247], [4.2959, 7.0169, 3.7594], [0.3328, 5.5876, 3.7491], [0.0801, 3.4927, 2.4432], [3.9448, 4.1026, 0.7283], [4.2027, 6.1778, 1.9948], [3.6867, 1.7917, 1.4915], [4.9543, 0.1128, 0.4417], [5.1289, -1.8347, -1.1210], [3.0732, -2.5227, -2.3835], [0.9663, -1.2942, -1.9701], [4.7436, -4.8466, 1.9543], [3.5282, -3.5789, 2.0223], [3.7146, -2.5183, 2.8613], [2.7759, -1.4885, 2.9371], [3.1328, 0.1109, 4.2159], [1.5778, -1.4686, 2.1902], [0.7276, -0.5504, 2.2360], [1.3945, -2.6372, 1.3053], [0.2619, -2.6640, 0.5600], [0.0785, -3.6582, -0.2754], [0.9869, -4.7167, -0.4404], [2.1252, -4.7225, 0.3130], [2.3655, -3.6680, 1.2192], [4.6088, -2.4698, 3.4692], [-0.8335, -3.6444, -0.8651], [0.7703, -5.5090, -1.1455], [2.8499, -5.5209, 0.2259], [1.3060, 2.7679, -2.6263], [-0.3537, 3.2032, -2.1455], [-1.2071, 2.2213, -1.6905], [-2.4394, 2.6921, -1.3097], [-3.6258, 1.5266, -0.6170], [-2.8622, 4.0160, -1.3934], [-4.4464, 4.5233, -0.8904], [-1.9697, 4.9577, -1.8979], [-2.4450, 6.6159, -2.0508], [-0.6898, 4.5488, -2.2745], [0.4221, 5.7364, -2.8861], [-3.5353, -3.0790, 4.1683], [-3.2009, -1.8321, 4.5313], [-3.0236, -1.8267, 5.8549], [-4.2315, -1.0400, 4.2427], [-1.6602, -1.3253, 3.6278], [-2.1592, -0.9351, 2.3285], [-0.8560, -2.5010, 3.7408], [-1.1683, -0.1407, 4.5399], [-1.0728, 1.3897, 4.2149], [0.0317, 2.0201, 4.8663], [-1.3526, 1.7639, 2.8469], [-2.5161, 2.0590, 5.1486], [-2.4215, 1.7694, 6.4503], [-3.6716, 1.5741, 4.6968], [-2.5486, 3.3911, 5.0219], [-2.1533, 0.8411, -4.7608], [-0.8548, -0.1964, -3.9571], [-1.9318, -1.1767, -2.8407], [-0.6528, -1.4515, -5.3196], [0.6185, -1.5615, -5.8818], [0.8859, -2.4696, -6.9000], [-0.1213, -3.2971, -7.3718], [-1.3949, -3.2039, -6.8231], [-1.6533, -2.2902, -5.8122], [-2.9799, 0.2381, -5.1451], [-1.7113, 1.4045, -5.5844], [-2.5399, 1.5495, -4.0273], [-2.7968, -1.6038, -3.3537], [-2.3281, -0.5970, -2.0035], [-1.3552, -2.0039, -2.4184], [1.4095, -0.9222, -5.5037], [1.8840, -2.5325, -7.3175], [0.0827, -4.0143, -8.1579], [-2.1888, -3.8479, -7.1836], [-2.6545, -2.2315, -5.4009], [-4.8806, -6.6840, 1.0683], [-4.1252, -4.8374, 0.5781], [-3.0376, -4.2040, 1.1376], [-2.9138, -3.0428, 0.4787], [-3.8482, -2.8605, -0.4587], [-4.5907, -3.9552, -0.4138], [-2.3653, -4.4744, 1.9349], [-2.2319, -2.3270, 0.7026], [-5.4301, -4.0737, -1.0797]],
  "lowdin_charge": [0.67, 0.09, -0.48, 0.11, -0.15, 0.01, 0.03, -0.24, -0.01, -0.04, 0.15, -0.12, -0.27, -0.02, -0.06, -0.05, -0.14, 0.14, 0.08, 0.13, 0.09, 0.11, 0.11, 0.09, 0.11, 0.10, 0.10, 0.07, 0.61, -0.63, -0.21, -0.64, 0.95, -0.49, -0.24, -0.13, 0.15, -0.17, -0.06, -0.05, -0.19, 0.08, 0.09, 0.10, 0.08, 0.56, -0.70, -0.21, -0.70, 0.58, -0.71, 0.62, -0.72, 0.62, -0.71, 0.61, 0.12, -0.66, 0.13, 0.13, 0.60, -0.41, -0.25, -0.27, 0.57, -0.29, -0.44, -0.67, 0.13, 0.13, 0.13, -0.28, 0.92, -0.30, -0.38, -0.12, -0.11, -0.12, -0.10, -0.10, 0.03, 0.03, 0.02, 0.03, 0.00, 0.01, 0.09, 0.09, 0.09, 0.09, 0.09, 0.79, -0.80, -0.17, -0.02, 0.06, -0.23, 0.12, 0.11, 0.09]
}

3.
{
  "formula": "CsHO",
  "method": "ωB97M-V with the def2-TZVPD basis set",
  "s_squared": 0.75,
  "e_tot_ev": -2603.0681,
  "spin_multiplicity": 2,
  "total_charge": 1,
  "gap_ev": [12.719, 9.747],
  "de_lowest_ev": 0.568,
  "homo_energy_ev": [-17.068, -16.183],
  "e_lumo_ha": [-0.160, -0.237],
  "elements": ["Cs", "O", "H"],
  "coordinates": [[0.2858, -0.3731, 1.9677], [-0.4620, 0.0110, -1.3094], [0.1762, 0.3621, -0.6583]],
  "mulliken_spin": [0.00, 1.02, -0.02]
}

4.
{
  "formula": "C3H8N2OS2",
  "method": "ωB97M-V with the def2-TZVPD basis set",
  "e_tot_ev": -29935.3284,
  "gap_ev": 8.192,
  "de_lowest_ev": 4.144,
  "homo_energy_ev": -7.686,
  "e_lumo_ha": 0.019,
  "elements": ["C", "C", "C", "N", "N", "O", "S", "S", "H", "H", "H", "H", "H", "H", "H", "H"],
  "coordinates": [[3.5937, -0.2856, 0.0163], [-2.1264, -0.9311, -0.5015], [-0.0631, 0.9265, -0.9601], [3.8464, 0.5431, -0.8095], [2.9339, -1.1519, 0.8036], [0.1539, -1.1031, 0.6499], [5.3628, 0.3689, 0.1171], [-0.2390, -0.8487, -0.7539], [-2.1173, -0.7770, 0.5143], [-2.6462, -0.2167, -1.1736], [-2.3542, -1.9355, -0.6934], [-0.6885, 1.7272, -0.3735], [0.9189, 1.1538, -0.8256], [-0.2858, 1.2208, -2.0319], [1.8684, -1.2383, 0.7536], [3.3462, -1.3259, 1.7053]],
  "lowdin_charge": [-0.74, -0.17, -0.28, -0.25, 0.12, -0.58, 0.61, 0.88, 0.01, 0.07, 0.02, 0.11, -0.02, 0.08, 0.06, 0.09]
}

Looking at largest force on an atom for the records above, in order, we have 5.2 2.5 0.8 4.6 eV/A.